Entry from the Open Molecules 2025 dataset: a cluster of 9 separate species, C26H54N2O25S3 in total (ωB97M-V/def2-TZVPD).

```
110
C26H54N2O25S3 ωB97M-V/def2-TZVPD
C 0.958 -3.295 4.359
N 1.080 -4.454 3.185
C 1.186 -5.738 4.054
C -0.295 -4.482 2.523
C 2.280 -4.261 2.354
C 2.077 -3.070 1.313
O 3.239 -3.081 0.507
H 1.907 -3.214 4.880
H 0.240 -3.526 5.232
H 0.782 -2.349 3.822
H 1.148 -6.695 3.288
H 0.179 -6.001 4.793
H 1.991 -5.812 4.709
H -0.216 -5.228 1.988
H -0.618 -3.487 2.067
H -1.171 -4.401 3.230
H 2.631 -5.210 1.858
H 2.989 -3.890 2.968
H 1.931 -2.077 1.430
H 1.279 -3.291 0.402
H 2.956 -2.833 -0.303
N 0.887 -0.278 -1.604
O 0.160 0.052 -2.524
O 0.953 0.430 -0.536
O 1.291 -1.491 -1.537
O -2.127 1.489 1.256
S -2.574 0.209 0.965
O -1.764 -0.899 1.496
O -4.049 -0.071 1.553
C -4.133 0.198 2.974
C -5.481 -0.244 3.544
C -2.815 0.241 -0.695
H -4.003 1.304 3.189
H -3.359 -0.316 3.669
H -6.109 0.601 3.506
H -5.366 -0.372 4.634
H -5.776 -1.160 3.128
H -2.040 0.362 -1.178
H -3.275 1.145 -1.140
H -3.301 -0.663 -0.990
O -0.987 3.369 -4.400
S -2.191 3.235 -3.599
O -2.152 3.365 -2.181
O -3.429 4.260 -4.096
C -3.963 5.040 -3.042
C -5.145 5.869 -3.492
C -2.981 1.653 -4.092
H -3.187 5.611 -2.638
H -4.277 4.435 -2.129
H -5.973 5.270 -3.794
H -4.848 6.533 -4.453
H -5.475 6.641 -2.934
H -3.952 1.739 -3.759
H -2.309 0.848 -3.796
H -3.136 1.559 -5.134
O 4.021 3.436 1.643
S 3.214 4.467 2.117
O 3.397 5.829 1.744
O 1.714 4.207 1.490
C 1.579 3.898 0.131
C 0.144 3.544 -0.196
C 2.979 4.491 3.788
H 2.285 3.142 -0.363
H 1.836 4.767 -0.480
H 0.106 2.701 -0.816
H -0.395 4.475 -0.481
H -0.237 3.010 0.529
H 3.069 3.425 4.230
H 2.037 4.870 4.276
H 3.693 5.135 4.233
C 0.008 1.469 3.897
C 1.116 0.947 2.989
O 1.890 0.263 3.877
C 1.585 0.485 5.110
O 2.224 -0.037 6.118
O 0.739 1.361 5.146
H -0.823 0.791 3.914
H -0.356 2.377 3.391
H 1.600 1.911 2.496
H 0.818 0.416 2.096
C 0.066 -0.782 -5.970
C 0.541 0.641 -6.291
O 1.480 0.308 -7.247
C 1.396 -0.890 -7.627
O 2.200 -1.373 -8.532
O 0.574 -1.569 -6.884
H -1.092 -0.979 -6.233
H 0.139 -0.933 -4.861
H 1.043 0.914 -5.214
H -0.069 1.487 -6.532
C 4.219 -0.255 -0.378
C 5.152 0.476 0.629
O 6.194 -0.502 0.897
C 6.107 -1.311 -0.057
O 7.059 -2.059 -0.228
O 5.081 -1.177 -0.902
H 3.791 0.422 -1.051
H 3.517 -0.792 0.257
H 4.557 0.711 1.499
H 5.607 1.490 0.276
C -2.434 -4.042 -1.535
C -0.970 -3.937 -1.420
O -0.581 -4.006 -2.783
C -1.513 -3.579 -3.529
O -1.360 -3.294 -4.760
O -2.660 -3.610 -2.887
H -2.727 -3.298 -0.890
H -2.669 -5.198 -1.428
H -0.262 -4.720 -0.901
H -0.331 -3.046 -1.105
```

Output
* Kohn-Sham gap: 7.989 eV
* electronic energy: -114490.81173 eV
* relative energy (zero: lowest compared OMol25 entry of this formula, charge and spin): 249.6 kJ/mol


Entry from the Open Molecules 2025 dataset: a cluster of 10 separate species, C26H54N2O28 in total (ωB97M-V/def2-TZVPD).

```
110
C26H54N2O28 ωB97M-V/def2-TZVPD
C 1.471 4.373 -2.011
N 2.608 3.491 -2.351
O 2.585 2.743 -3.331
O 3.562 3.572 -1.606
H 0.925 4.591 -2.929
H 1.733 5.232 -1.394
H 0.924 3.734 -1.317
C 1.713 1.798 -6.017
N 1.753 1.208 -7.456
O 1.237 1.898 -8.351
O 2.234 0.091 -7.613
H 2.070 0.935 -5.456
H 0.703 2.091 -5.732
H 2.447 2.603 -6.007
C 0.601 -0.266 8.506
O -0.121 -1.024 7.599
C 0.016 -0.709 6.261
O 0.892 0.050 5.760
O -0.935 -1.469 5.668
C -1.122 -1.428 4.312
H 0.184 0.739 8.557
H 1.675 -0.237 8.320
H 0.610 -0.758 9.479
H -0.439 -2.005 3.689
H -1.105 -0.372 4.042
H -2.091 -1.737 3.919
C 0.400 5.271 5.413
O 0.712 4.456 4.319
C 1.946 4.361 3.810
O 2.958 5.019 4.235
O 1.876 3.729 2.626
C 3.004 3.761 1.760
H 0.893 6.234 5.281
H 0.822 4.826 6.314
H -0.671 5.319 5.614
H 3.633 2.901 1.988
H 3.532 4.714 1.811
H 2.608 3.584 0.760
C 0.784 -2.974 -6.438
O 0.450 -3.616 -5.238
C 0.894 -4.762 -4.805
O 0.384 -5.315 -3.836
O 2.158 -5.097 -5.280
C 2.975 -6.129 -4.656
H 0.665 -3.684 -7.256
H 1.810 -2.610 -6.500
H 0.098 -2.142 -6.599
H 3.697 -6.437 -5.412
H 2.466 -7.079 -4.491
H 3.339 -5.701 -3.722
C 1.998 -6.477 3.763
O 1.541 -5.567 2.784
C 2.322 -5.255 1.753
O 3.458 -5.750 1.588
O 1.605 -4.633 0.837
C 2.086 -4.485 -0.459
H 3.080 -6.416 3.880
H 1.817 -7.496 3.422
H 1.456 -6.240 4.679
H 1.311 -4.539 -1.224
H 2.883 -5.154 -0.784
H 2.363 -3.431 -0.434
C -5.048 0.717 2.597
O -4.015 1.673 2.816
C -2.877 1.743 2.124
O -2.501 0.850 1.399
O -2.266 2.906 2.383
C -1.203 3.388 1.632
H -5.429 0.620 1.581
H -5.928 1.099 3.116
H -4.780 -0.269 2.976
H -0.642 2.554 1.210
H -0.536 3.942 2.293
H -1.581 4.003 0.816
C 1.486 -0.104 1.495
O 1.423 -0.951 0.396
C 1.525 -0.395 -0.811
O 1.604 0.827 -1.031
O 1.372 -1.359 -1.716
C 1.603 -1.092 -3.077
H 0.508 0.283 1.782
H 2.107 0.787 1.579
H 1.840 -0.720 2.322
H 2.211 -0.243 -3.389
H 0.581 -1.007 -3.449
H 2.000 -2.011 -3.510
C -1.884 2.031 -1.932
O -2.208 3.424 -1.777
C -2.333 4.230 -2.837
O -2.112 3.948 -4.055
O -2.633 5.444 -2.330
C -2.809 6.593 -3.155
H -0.817 1.985 -2.149
H -2.491 1.526 -2.684
H -1.918 1.337 -1.092
H -2.675 7.431 -2.472
H -3.771 6.491 -3.658
H -2.160 6.654 -4.029
C -1.645 -2.583 -0.890
O -2.497 -2.538 0.193
C -3.841 -2.570 0.050
O -4.451 -2.703 -1.043
O -4.351 -2.590 1.303
C -5.763 -2.513 1.515
H -1.692 -1.844 -1.690
H -1.568 -3.612 -1.240
H -0.731 -2.375 -0.334
H -6.372 -3.132 0.856
H -6.238 -1.556 1.299
H -5.979 -2.652 2.574
```

Output
* SMILES: C[N+](=O)[O-].C[N+](=O)[O-].COC(=O)OC.COC(=O)OC.COC(=O)OC.COC(=O)OC.COC(=O)OC.COC(=O)OC.COC(=O)OC.COC(=O)OC
* Kohn-Sham gap: 10.540 eV
* electronic energy: -88137.87302 eV
* relative energy (zero: lowest compared OMol25 entry of this formula, charge and spin): 427.9 kJ/mol